C7H7O2S | wB97M-V/def2-TZVPD

Calculated values
- Kohn-Sham gap (eV) = 7.54
- energy above the lowest of the compared OMol25 structures with the same formula, charge and spin (eV) = 2.1709
- 2S+1 = 1
- SMILES = C=C[C@@H](C)SC([O-])=C=C=O
- net charge = -1
- total energy (eV) = -22301.26246

```
17
Properties=species:S:1:pos:R:3:forces:R:3:nbo_charge:R:1
C -2.5662 -0.6348 -1.4288 -0.2 -0.8 1.5 -0.43
C -1.8414 -0.8137 -0.3166 2.2 1.4 -2.0 -0.17
C -0.5173 -0.1015 -0.0137 0.7 0.7 2.7 -0.36
C -0.6926 0.9040 1.2767 -0.8 -0.9 -2.7 -0.61
S 0.5879 -1.5562 0.4924 -0.2 1.3 -0.5 -0.06
C 2.4330 -1.0384 0.0582 -1.6 -2.5 -0.2 0.49
O 2.9962 -2.1050 -0.1223 0.9 0.8 0.3 -0.63
C 2.6570 0.2757 -0.1009 1.0 1.4 0.8 -0.64
C 3.2396 1.3959 -0.0431 -1.1 -0.2 -2.0 0.60
O 3.5872 2.5090 -0.3145 0.5 0.0 1.0 -0.62
H -3.3994 -1.2777 -1.5559 -0.8 -0.7 -0.2 0.18
H -2.4892 0.0810 -2.2130 0.7 0.7 -0.1 0.19
H -1.8717 -1.6755 0.3308 -1.1 -0.1 0.2 0.21
H 0.0766 0.5382 -0.7509 -1.3 -1.2 0.5 0.25
H -1.0783 1.8336 0.8708 0.0 0.4 0.1 0.19
H 0.2179 1.0434 1.7558 2.0 0.5 0.4 0.22
H -1.3392 0.6221 2.0749 -1.0 -0.9 0.3 0.19
```
Forces are in eV/Å.